ORCA calculation (ωB97M-V/def2-TZVPD) on a molecular structure, C33H40AsBrGaN3O at a distorted geometry.

Geometry as XYZ:
```
80
Properties=species:S:1:pos:R:3:forces:R:3:lowdin_charge:R:1
Ga 0.321758 0.549711 0.515984 0.2 0.1 0.2 0.79
Br -1.032428 -5.894453 0.019563 0.0 0.0 0.0 0.73
C -0.739459 -4.028027 0.158583 0.0 0.0 -0.1 -0.69
C 0.113287 -3.406147 -0.739446 0.0 0.1 0.0 -0.12
C 0.308527 -2.034386 -0.637379 -0.1 -0.2 0.1 -0.16
C -0.330908 -1.280076 0.348450 0.1 0.0 0.2 -0.30
C -1.181749 -1.939548 1.232728 -0.1 -0.1 -0.1 -0.14
C -1.394755 -3.311651 1.144520 -0.1 0.1 0.0 -0.13
H 0.608611 -3.980680 -1.510807 0.0 0.0 0.0 0.10
H 0.960967 -1.554415 -1.357608 0.0 0.0 0.0 0.09
H -1.710637 -1.388567 2.002429 0.0 0.0 0.1 0.10
H -2.064553 -3.815473 1.829607 0.0 0.0 0.0 0.10
C -1.538158 1.578883 6.076368 0.1 0.0 0.0 -0.05
C -0.053248 1.823170 5.991862 0.0 0.0 0.0 -0.27
C 0.517916 2.445034 4.887259 0.0 0.0 0.0 -0.03
C 1.884391 2.680351 4.811948 0.0 0.0 0.0 -0.01
C 2.716301 2.259687 5.841193 0.1 0.1 0.0 -0.27
N 4.128895 2.430585 5.789352 -0.1 -0.2 -0.1 0.14
C 4.949691 2.451496 4.681060 -0.1 0.1 0.1 -0.53
O 5.980145 3.094810 4.662813 0.0 0.0 0.0 0.07
N 4.574424 1.703646 3.577456 -0.1 0.0 0.0 0.15
C 3.622682 0.681726 3.437943 0.3 0.0 0.0 -0.23
C 3.313913 -0.222995 4.444872 0.1 -0.1 0.1 0.00
C 2.329795 -1.165217 4.214250 0.0 0.0 0.1 -0.03
C 1.675101 -1.174097 2.996467 0.0 -0.1 -0.3 -0.12
N 1.990160 -0.326727 2.014865 0.2 0.1 0.1 0.02
C 2.967493 0.555161 2.225059 -0.2 0.0 -0.1 -0.08
C 2.158913 1.649828 6.959381 0.0 0.0 0.0 -0.03
C 0.791506 1.439852 7.031454 0.0 0.0 0.0 -0.04
H -2.052344 1.967947 5.197453 0.0 0.0 0.0 0.07
H -1.964183 2.060201 6.958891 0.0 0.0 0.0 0.08
H -1.755907 0.510570 6.151928 0.0 0.0 0.0 0.08
H -0.114596 2.766881 4.067553 0.0 -0.1 0.1 0.09
H 2.298144 3.180314 3.941656 -0.1 -0.1 0.1 0.12
H 4.564955 2.878373 6.579337 0.0 0.0 0.0 0.15
H 5.022051 2.028664 2.736213 0.1 -0.1 0.0 0.15
H 3.832846 -0.186485 5.393777 0.0 0.0 0.0 0.12
H 2.070863 -1.890034 4.975035 0.0 0.0 0.0 0.11
H 0.896162 -1.894464 2.777790 0.0 0.1 0.0 0.10
H 3.194820 1.230467 1.407238 -0.2 0.1 0.1 0.11
H 2.804356 1.327382 7.769247 0.0 0.0 0.0 0.12
H 0.373383 0.957081 7.908866 0.0 0.0 0.0 0.12
C -2.766367 -0.608114 -4.708575 -0.1 0.0 -0.1 -0.34
As -1.780015 -0.341878 -3.038941 0.0 0.0 -0.1 1.14
C -3.337996 -0.285418 -1.856069 0.0 0.0 0.0 -0.33
C -1.457872 1.610741 -3.176567 -0.2 0.1 -0.1 -0.36
C -2.589998 2.428454 -3.719998 0.1 0.1 0.1 -0.31
C -3.612532 2.895534 -2.892705 0.0 0.0 -0.1 -0.07
C -4.654044 3.659535 -3.403433 0.0 0.0 0.0 -0.08
C -4.693197 3.975282 -4.754494 0.0 0.0 0.0 -0.10
C -3.686658 3.510976 -5.591319 0.0 0.0 0.0 -0.09
C -2.650404 2.743651 -5.077759 0.0 0.0 0.0 -0.07
H -3.542211 0.147319 -4.836527 0.0 0.0 0.0 0.02
H -3.225129 -1.596911 -4.685424 0.0 0.0 0.0 0.02
H -2.082240 -0.568212 -5.556177 0.0 0.0 0.0 0.02
H -4.153450 0.285972 -2.298920 0.0 0.0 0.0 0.02
H -3.054837 0.164736 -0.903550 0.0 0.0 0.0 0.01
H -3.671888 -1.304755 -1.665171 0.0 0.0 0.0 0.02
H -0.562841 1.730137 -3.786984 0.0 0.0 0.0 0.07
H -1.196136 1.910728 -2.161823 0.0 0.0 0.0 0.02
H -3.585383 2.670000 -1.833794 0.0 0.0 0.0 0.10
H -5.433649 4.015143 -2.740540 0.0 0.0 0.0 0.10
H -5.496863 4.582980 -5.150679 0.0 0.0 0.0 0.10
H -3.703901 3.753477 -6.646933 0.0 0.0 0.0 0.10
H -1.865910 2.387879 -5.737458 0.0 0.0 0.0 0.11
C 0.397131 4.335361 -0.870515 -0.1 0.0 0.0 -0.07
C 0.116171 3.530743 0.401044 0.3 0.0 0.3 -0.72
C -1.392192 3.261718 0.509418 0.1 0.1 0.0 -0.09
C 0.505696 4.402001 1.613718 -0.1 0.0 0.0 -0.08
C 1.001096 2.274443 0.440139 -0.8 -0.4 -0.6 -0.22
H -0.215891 5.242477 -0.908501 0.0 0.0 0.0 0.08
H 0.179098 3.735884 -1.757678 0.0 0.0 0.0 0.07
H 1.447893 4.632472 -0.910072 0.0 0.0 0.0 0.08
H -1.924600 4.142320 0.884586 0.0 0.0 0.0 0.09
H -1.589389 2.434624 1.199945 0.0 0.0 0.1 0.06
H -1.818820 3.015420 -0.462916 0.0 -0.1 0.0 0.04
H 0.049166 5.396973 1.552890 0.0 0.0 0.0 0.08
H 1.589230 4.516844 1.669238 0.0 0.0 0.0 0.08
H 0.166689 3.925472 2.538356 0.1 0.1 -0.1 0.05
H 1.573116 2.144718 -0.494571 0.5 0.3 0.1 -0.01
```
Positions in Å, forces in eV/Å.

## Properties
Energy relative to the best compared isomer or geometry (same formula, charge and spin) (eV): 1.3877
LUMO level (eV): 0.205
Net charge: 0
Spin multiplicity: 1

***

ORCA calculation (ωB97M-V/def2-TZVPD) on 12 unconnected molecules or ions with the total composition C23H47BCl22N2O5PS at a distorted geometry.

Geometry as XYZ:
```
102
Properties=species:S:1:pos:R:3:forces:R:3:lowdin_charge:R:1
O 0.740146 2.634949 -2.230150 0.4 0.5 0.0 0.09
B -0.015723 3.777042 -2.541535 -0.4 0.2 -0.1 -0.75
O 0.294775 4.448004 -3.736892 -0.5 -0.2 -0.1 0.07
C -1.126874 4.340068 -1.601843 1.0 -0.1 -0.3 -0.26
P -2.843508 3.467297 -1.765990 -0.2 1.6 1.2 0.53
O -2.285539 2.202744 -2.835431 0.1 -0.1 0.0 -0.34
C -3.225611 1.198388 -3.009597 0.4 -1.6 0.8 -0.28
C -4.238640 1.280712 -1.848739 0.1 -0.3 -1.1 -0.43
C -3.792198 0.475757 -0.606225 -0.2 0.0 0.1 -0.18
C -4.347292 1.077765 0.673908 0.5 0.6 0.4 -0.24
C -3.680125 0.595482 1.978285 -0.9 -0.3 -0.5 -0.21
C -3.417272 -0.925037 2.077046 0.5 0.4 1.4 -0.19
C -2.000934 -1.223723 2.645018 0.0 -0.6 -1.5 -0.19
C -1.118011 -1.779363 1.503906 0.1 -0.3 0.6 -0.27
C 0.374426 -1.657971 1.831596 -0.7 0.7 -1.4 -0.46
S 1.420849 -2.728688 0.763279 -0.1 -0.9 -0.1 0.88
C 0.726346 -2.343752 -0.805489 0.3 0.4 1.1 -0.71
N 0.486203 -1.137945 -1.115318 -0.1 1.4 -0.4 0.07
N -0.078501 -1.160822 -2.377376 -0.1 1.6 0.3 0.09
C -0.118558 -2.371045 -2.718805 -0.4 -0.1 -0.7 -0.21
O 0.365046 -3.201288 -1.777978 0.2 -1.5 0.1 0.05
O -4.414569 2.642514 -1.646186 -0.4 -0.1 -0.2 -0.34
H 1.305879 2.862243 -1.481685 -0.3 -0.4 0.1 0.08
H 0.038642 3.921790 -4.503894 0.3 0.0 0.0 0.00
H -0.790752 4.171799 -0.571853 -0.4 -0.1 0.1 0.03
H -1.207112 5.422283 -1.722390 -0.3 0.0 -0.3 0.02
H -2.486290 2.784766 -0.539875 0.1 -0.5 -0.3 0.03
H -3.413779 4.543954 -0.954865 0.0 -0.2 0.1 -0.02
H -3.247635 4.230052 -2.926340 0.1 -0.2 -0.1 0.02
H -3.677786 1.161144 -4.010305 -0.3 0.6 0.1 0.10
H -2.780360 0.190365 -2.897535 0.4 0.2 -0.2 0.10
H -5.130981 0.756412 -2.223547 -0.4 0.6 0.1 0.11
H -2.700374 0.406509 -0.564443 0.0 0.1 0.1 0.11
H -4.176143 -0.545861 -0.702450 0.1 0.0 -0.2 0.08
H -4.155410 2.150791 0.598776 -0.1 0.0 0.1 0.07
H -5.433950 0.996502 0.738170 0.2 -0.3 -0.1 0.02
H -2.783402 1.195097 2.144878 0.2 -0.2 -0.1 0.10
H -4.370142 0.844976 2.787663 0.2 0.2 0.1 0.06
H -3.580427 -1.457911 1.143444 0.1 0.1 -0.1 0.09
H -4.111977 -1.340427 2.812149 -0.3 0.0 -0.2 0.10
H -1.523495 -0.306538 2.987819 -0.2 0.0 0.4 0.10
H -2.039552 -1.991984 3.418007 0.1 0.3 0.3 0.10
H -1.365699 -1.243613 0.590602 0.2 0.1 -0.1 0.09
H -1.349494 -2.834937 1.326290 -0.2 0.0 0.0 0.11
H 0.656303 -0.636696 1.577320 0.2 0.1 0.3 0.08
H 0.578483 -1.866366 2.875856 0.2 -0.3 0.0 0.04
H -0.533699 -2.652822 -3.670011 0.2 -0.8 0.1 0.13
C -0.137221 8.321934 -0.176296 0.0 0.0 0.0 -1.02
Cl -0.762373 6.907181 0.672523 0.0 0.2 0.1 0.54
Cl 0.887013 7.868129 -1.543809 0.0 0.0 0.0 0.53
H -0.974431 8.902264 -0.546834 0.0 -0.1 -0.1 0.02
H 0.450890 8.914375 0.515641 0.0 0.0 0.0 0.01
C 2.015416 5.994085 3.210295 -0.1 0.0 -0.1 -1.04
Cl 3.581117 5.662432 3.971745 -0.2 0.1 0.0 0.47
Cl 1.464681 4.649395 2.214974 0.0 -0.1 0.0 0.51
H 1.282765 6.174121 3.988358 0.0 -0.1 0.0 0.02
H 2.115276 6.870834 2.580462 0.1 0.0 0.0 0.02
C 2.362535 -5.563915 3.381267 -0.2 -0.1 -0.3 -1.05
Cl 3.293079 -6.348034 4.666614 0.0 0.0 0.0 0.49
Cl 2.396977 -3.804924 3.524238 0.2 -0.1 0.4 0.53
H 2.799373 -5.822121 2.414709 -0.3 0.0 0.7 -0.11
H 1.333346 -5.899295 3.440986 0.0 0.1 0.1 0.03
C -8.223365 -0.739185 -0.862043 -0.1 0.0 0.1 -1.00
Cl -6.836908 -1.623159 -1.512346 0.0 -0.1 0.0 0.53
Cl -7.778966 0.320167 0.482501 -0.4 -0.4 -0.5 0.52
H -8.651698 -0.133780 -1.652594 0.1 0.0 0.0 0.02
H -8.950090 -1.461035 -0.507029 0.1 0.0 0.0 0.02
C 4.989878 -7.371067 0.712536 0.1 -0.1 -0.1 -0.98
Cl 4.089726 -8.562870 1.653804 0.0 0.0 0.1 0.50
Cl 4.259386 -5.763004 0.804840 0.5 0.1 -0.6 0.58
H 6.002463 -7.316297 1.094420 0.0 0.0 0.1 0.03
H 4.996265 -7.685265 -0.326019 -0.1 0.0 0.0 -0.02
C 0.018595 1.928987 -7.208991 -0.1 -0.2 0.1 -1.01
Cl 0.448215 3.540499 -7.809813 0.0 0.0 -0.1 0.49
Cl -0.910369 2.006041 -5.714753 -0.1 -0.1 0.0 0.63
H -0.574682 1.427529 -7.965274 0.0 0.1 0.0 0.02
H 0.932820 1.376842 -7.022898 0.0 0.1 0.0 0.02
C 3.054883 -11.710682 -1.097220 0.1 -0.1 0.0 -1.01
Cl 3.584181 -10.052919 -1.400927 0.0 -0.1 -0.3 0.50
Cl 1.986957 -11.813611 0.307507 0.0 -0.1 0.0 0.50
H 2.518817 -12.067956 -1.968443 -0.1 0.1 0.0 0.02
H 3.928027 -12.326329 -0.915662 0.0 0.0 0.1 0.02
C -6.464254 3.680400 2.305123 0.1 0.1 -0.2 -0.98
Cl -7.527594 2.298106 2.636672 0.1 0.4 0.4 0.47
Cl -4.942981 3.578694 3.191118 0.0 0.1 0.1 0.55
H -6.250286 3.703954 1.240766 0.1 -0.2 0.0 0.03
H -6.976907 4.585094 2.609710 0.0 -0.1 0.1 0.02
C 7.173825 4.035434 5.411090 -0.1 0.0 0.1 -1.10
Cl 6.466880 2.937236 6.604665 0.0 0.0 0.0 0.50
Cl 6.378555 5.614645 5.422858 0.2 0.0 0.1 0.48
H 8.222300 4.171375 5.641855 0.0 0.0 0.1 -0.01
H 7.061036 3.599044 4.427924 -0.1 0.0 0.0 -0.02
C 10.082843 2.975599 2.850565 0.1 0.0 -0.1 -0.99
Cl 9.425602 1.826834 4.022777 0.0 0.0 0.0 0.54
Cl 9.255087 4.539157 2.908013 0.1 0.0 -0.1 0.55
H 11.131904 3.132440 3.071651 0.0 0.0 0.1 0.02
H 9.966192 2.560476 1.856500 -0.1 0.0 0.0 0.03
C 3.128135 -7.675254 -4.589857 -0.1 0.0 0.0 -1.03
Cl 4.575594 -8.397503 -5.305627 0.0 0.0 0.0 0.49
Cl 3.461751 -6.957491 -3.012715 0.0 0.1 0.0 0.50
H 2.762268 -6.899741 -5.252220 0.1 0.0 0.0 0.03
H 2.379583 -8.449213 -4.465875 0.1 0.0 0.1 0.02
```
Positions in Å, forces in eV/Å.

## Properties
LUMO level (eV): 1.520
Net charge: -1
Spin multiplicity: 1

***

ORCA calculation (ωB97M-V/def2-TZVPD) on a molecular structure, Ca3H6N4O15 at a distorted geometry.

Geometry as XYZ:
```
28
Properties=species:S:1:pos:R:3:forces:R:3:nbo_charge:R:1
Ca -5.081300 -1.014780 3.572890 0.4 0.3 -1.1 1.92
Ca -4.659700 -0.622230 -5.368380 -0.6 -0.2 0.9 1.68
Ca 1.203540 -4.330120 -1.814290 0.3 0.8 1.3 1.82
N -8.980820 -1.718550 -3.056610 -1.4 0.2 -1.1 0.71
O -7.750050 -1.744500 -2.930280 3.3 0.1 0.4 -0.64
O -9.559620 -2.672530 -3.494560 -0.5 -3.0 -0.8 -0.43
O -9.622510 -0.732430 -2.822710 -0.6 2.9 1.2 -0.46
N 1.500450 -6.397370 2.552330 3.5 0.7 -0.2 0.72
O 2.547840 -6.204490 3.143650 1.2 0.8 1.6 -0.45
O 1.069570 -5.457100 1.880820 -2.0 3.0 -2.3 -0.63
O 1.049610 -7.476610 2.479140 -2.9 -3.9 -0.2 -0.44
N 3.890820 -0.137790 -2.360900 4.7 0.8 -2.1 0.71
O 2.983200 -0.929100 -2.554800 -3.3 -1.7 0.7 -0.62
O 3.844520 0.966000 -1.884030 -2.7 1.8 2.0 -0.44
O 5.010720 -0.408510 -2.822110 0.7 -1.7 -0.4 -0.47
N -2.457260 -1.688720 -0.751230 -1.4 0.1 0.5 0.74
O -2.903910 -1.529140 -1.892160 0.3 0.0 -1.5 -0.58
O -3.240280 -1.541420 0.194400 -0.9 0.3 1.3 -0.59
O -1.302450 -2.007020 -0.514890 1.9 -0.7 -0.5 -0.55
O -7.555580 -1.678730 1.034310 0.7 0.2 0.9 -1.01
H -8.340380 -2.226640 1.044200 -0.3 -0.2 0.0 0.50
H -7.365090 -1.549080 0.105260 0.1 0.1 -0.6 0.51
O 0.479380 1.687200 0.183100 -0.4 0.1 0.2 -0.95
H 1.425210 1.669030 0.037130 0.4 0.1 -0.2 0.49
H 0.208240 0.771820 0.113890 0.0 -0.2 -0.1 0.46
O -2.657710 1.390190 3.770770 -0.8 -1.0 0.1 -1.00
H -2.368470 2.275140 3.548460 0.0 0.4 -0.3 0.52
H -2.011090 1.078300 4.403880 0.4 0.0 0.2 0.49
```
Positions in Å, forces in eV/Å.

## Properties
Energy relative to the best compared isomer or geometry (same formula, charge and spin) (eV): 16.6738
LUMO level (eV): -9.566
Net charge: +2
Spin multiplicity: 1